Record 1
Density functional theory data (ωB97M-V/def2-TZVPD) for an isolated molecule of C15H14ClN3O4S.

Its SMILES is CC(=O)Nc1ccc(S(=O)(=O)NNC(=O)c2cccc(Cl)c2)cc1. The value obtained for the largest force on an atom is 0.01454 Eh/bohr. Its multiplicity is 1. As for the gap between HOMO and LUMO: 9.219 eV. The calculation puts the relative energy (zero: lowest compared OMol25 entry of this formula, charge and spin) at 0.0 kJ/mol.

XYZ file:
```
38
C15H14ClN3O4S | OMol25 | ωB97M-V/def2-TZVPD
C -4.483 1.134 -2.222
C -2.996 1.167 -2.498
O -2.475 1.916 -3.286
N -2.318 0.230 -1.755
C -0.955 -0.037 -1.716
C -0.008 0.745 -2.384
C 1.337 0.459 -2.251
C 1.734 -0.607 -1.468
S 3.459 -0.873 -1.135
O 4.290 -0.737 -2.286
O 3.591 -2.046 -0.307
N 3.756 0.475 -0.120
N 3.039 0.292 1.062
C 1.820 0.929 1.142
O 1.545 1.901 0.479
C 0.857 0.312 2.102
C 1.219 -0.444 3.212
C 0.237 -1.033 3.992
C -1.103 -0.899 3.667
C -1.454 -0.133 2.565
Cl -3.117 0.034 2.127
C -0.489 0.489 1.795
C 0.811 -1.405 -0.818
C -0.533 -1.125 -0.945
H -4.673 1.299 -1.164
H -4.895 0.168 -2.506
H -4.970 1.913 -2.801
H -2.878 -0.355 -1.149
H -0.336 1.580 -2.980
H 2.086 1.064 -2.733
H 4.742 0.646 0.037
H 3.108 -0.655 1.434
H 2.257 -0.555 3.484
H 0.515 -1.610 4.861
H -1.865 -1.376 4.263
H -0.753 1.105 0.949
H 1.161 -2.232 -0.219
H -1.263 -1.733 -0.429
```



Record 2
Density functional theory data (ωB97M-V/def2-TZVPD) for an isolated molecule of C15H14ClNO5S.

Its SMILES is O=C(O)CCNS(=O)(=O)c1ccc(Oc2ccccc2Cl)cc1. The value obtained for the largest force on an atom is 0.01678 Eh/bohr. Its multiplicity is 1. As for the gap between HOMO and LUMO: 9.398 eV. The calculation puts the relative energy (zero: lowest compared OMol25 entry of this formula, charge and spin) at 3.0 kJ/mol.

XYZ file:
```
37
C15H14ClNO5S | OMol25 | ωB97M-V/def2-TZVPD
O -0.980 -2.606 0.272
C -1.702 -2.328 1.190
O -1.332 -1.502 2.175
C -3.114 -2.821 1.375
C -4.110 -1.730 0.936
N -3.926 -1.351 -0.435
S -3.595 0.216 -0.868
O -4.060 0.368 -2.213
O -4.081 1.093 0.159
C -1.812 0.257 -0.846
C -1.108 -0.394 -1.841
C 0.271 -0.401 -1.804
C 0.942 0.247 -0.765
O 2.300 0.150 -0.757
C 3.066 1.126 -0.176
C 2.790 2.482 -0.309
C 3.644 3.423 0.236
C 4.784 3.024 0.913
C 5.077 1.678 1.042
C 4.221 0.732 0.503
Cl 4.568 -0.951 0.660
C 0.221 0.892 0.239
C -1.162 0.894 0.191
H -0.435 -1.165 2.018
H -3.282 -3.048 2.427
H -3.254 -3.715 0.768
H -3.958 -0.823 1.524
H -5.129 -2.091 1.114
H -4.330 -1.924 -1.152
H -1.650 -0.879 -2.636
H 0.852 -0.908 -2.557
H 1.908 2.788 -0.851
H 3.417 4.472 0.125
H 5.450 3.759 1.337
H 5.963 1.352 1.563
H 0.742 1.379 1.051
H -1.750 1.384 0.951
```